{"formula": "C30H94N16O19", "method": "ωB97M-V/def2-TZVPD", "homo_lumo_gap_ev": 9.0, "lumo_energy_ev": 0.127, "energy_ev": -95374.26198, "multiplicity": 1, "total_charge": 0, "elements": ["C", "O", "C", "C", "N", "C", "C", "O", "C", "H", "H", "H", "H", "H", "H", "H", "H", "H", "H", "H", "H", "H", "H", "H", "C", "O", "C", "C", "N", "C", "C", "O", "C", "H", "H", "H", "H", "H", "H", "H", "H", "H", "H", "H", "H", "H", "H", "H", "C", "O", "C", "C", "N", "C", "C", "O", "C", "H", "H", "H", "H", "H", "H", "H", "H", "H", "H", "H", "H", "H", "H", "H", "C", "O", "C", "C", "N", "C", "C", "O", "C", "H", "H", "H", "H", "H", "H", "H", "H", "H", "H", "H", "H", "H", "H", "H", "C", "O", "N", "N", "H", "H", "H", "H", "C", "O", "N", "N", "H", "H", "H", "H", "C", "O", "N", "N", "H", "H", "H", "H", "C", "O", "N", "N", "H", "H", "H", "H", "C", "O", "N", "N", "H", "H", "H", "H", "C", "O", "N", "N", "H", "H", "H", "H", "O", "H", "H", "O", "H", "H", "O", "H", "H", "O", "H", "H", "O", "H", "H"], "positions_angstrom": [[-3.252, 3.285, -3.804], [-3.852, 4.552, -3.355], [-5.260, 4.413, -2.883], [-5.138, 3.754, -1.468], [-4.546, 4.613, -0.427], [-3.917, 3.847, 0.654], [-4.934, 3.320, 1.739], [-4.082, 2.555, 2.647], [-4.580, 1.980, 3.790], [-3.668, 2.906, -4.737], [-3.293, 2.609, -2.950], [-2.209, 3.441, -4.080], [-5.866, 3.792, -3.543], [-5.757, 5.382, -2.842], [-4.657, 2.789, -1.630], [-6.116, 3.510, -1.054], [-3.866, 5.236, -0.837], [-3.148, 4.521, 1.032], [-3.316, 2.989, 0.353], [-5.741, 2.756, 1.271], [-5.413, 4.160, 2.241], [-4.986, 0.990, 3.583], [-5.459, 2.546, 4.099], [-3.900, 1.788, 4.620], [1.888, 1.319, -5.520], [2.024, 0.345, -4.501], [0.785, -0.330, -4.423], [-0.088, 0.082, -3.339], [0.459, -0.192, -1.989], [-0.468, 0.341, -0.961], [0.083, -0.160, 0.441], [1.407, 0.319, 0.631], [1.733, 0.253, 2.037], [1.899, 0.763, -6.458], [2.766, 1.942, -5.346], [1.002, 1.953, -5.497], [0.878, -1.413, -4.344], [0.127, -0.337, -5.293], [-0.997, -0.499, -3.499], [-0.429, 1.108, -3.477], [1.385, 0.179, -1.826], [-1.523, 0.091, -1.079], [-0.412, 1.426, -0.882], [0.043, -1.241, 0.575], [-0.640, 0.019, 1.237], [2.781, 0.474, 2.239], [1.543, -0.775, 2.346], [1.143, 0.911, 2.675], [-3.636, -1.772, 4.524], [-3.354, -2.874, 3.780], [-2.200, -2.598, 2.858], [-1.877, -3.941, 2.139], [-2.836, -4.491, 1.214], [-2.703, -5.954, 1.071], [-1.786, -6.502, -0.037], [-0.486, -6.682, 0.501], [0.542, -7.022, -0.407], [-4.591, -1.653, 5.037], [-3.655, -0.844, 3.952], [-2.905, -1.689, 5.328], [-1.351, -2.189, 3.406], [-2.393, -1.754, 2.196], [-1.610, -4.630, 2.940], [-0.933, -3.771, 1.621], [-3.806, -4.288, 1.412], [-3.727, -6.212, 0.802], [-2.518, -6.459, 2.019], [-1.785, -5.736, -0.812], [-2.319, -7.339, -0.488], [0.349, -6.317, -1.216], [0.301, -8.002, -0.819], [1.555, -7.028, -0.003], [5.182, 6.877, 5.068], [5.798, 5.822, 4.589], [5.040, 4.575, 4.486], [3.610, 4.649, 3.919], [2.927, 3.379, 3.650], [2.243, 2.830, 4.803], [0.911, 3.562, 5.035], [0.120, 3.405, 3.837], [-1.230, 3.132, 4.009], [4.575, 6.734, 5.962], [4.539, 7.355, 4.330], [5.976, 7.486, 5.502], [5.043, 4.053, 5.443], [5.562, 3.991, 3.727], [3.676, 5.179, 2.969], [2.942, 5.243, 4.543], [2.185, 3.611, 3.005], [2.868, 2.745, 5.692], [2.062, 1.774, 4.603], [1.157, 4.604, 5.237], [0.390, 3.073, 5.858], [-1.769, 3.172, 3.062], [-1.695, 3.831, 4.703], [-1.436, 2.157, 4.450], [4.415, -0.089, -1.983], [5.334, 0.274, -1.258], [4.508, -0.402, -3.244], [3.276, -0.384, -1.485], [3.699, -0.189, -3.810], [5.424, -0.235, -3.636], [3.004, -0.316, -0.515], [2.634, -0.817, -2.133], [2.902, -2.818, 3.781], [2.996, -2.622, 2.629], [2.213, -3.805, 4.328], [3.555, -2.132, 4.590], [1.585, -4.443, 3.860], [2.475, -3.973, 5.288], [4.263, -1.541, 4.179], [3.607, -2.405, 5.561], [5.883, -0.167, 2.491], [5.648, -0.133, 3.714], [5.538, -1.137, 1.694], [6.601, 0.681, 1.889], [5.780, -0.925, 0.737], [4.701, -1.668, 1.887], [7.159, 1.315, 2.441], [6.260, 1.037, 1.007], [-1.684, -2.930, -5.242], [-2.692, -2.463, -5.652], [-0.547, -2.898, -5.853], [-1.495, -3.426, -4.130], [-0.717, -2.732, -6.835], [0.357, -3.013, -5.417], [-0.547, -3.732, -3.962], [-2.317, -3.498, -3.547], [-3.684, -1.995, -1.886], [-3.775, -2.993, -2.613], [-4.166, -0.781, -2.119], [-3.273, -2.082, -0.626], [-4.230, -0.164, -1.321], [-4.776, -0.510, -2.877], [-3.252, -1.208, -0.119], [-3.253, -2.963, -0.132], [2.131, -4.535, -2.448], [1.532, -4.419, -3.515], [1.876, -3.905, -1.361], [3.019, -5.504, -2.236], [2.573, -4.013, -0.638], [1.099, -3.260, -1.324], [3.467, -5.592, -1.335], [3.214, -6.256, -2.880], [0.621, 3.859, 0.157], [1.094, 4.509, 0.677], [0.994, 3.019, 0.426], [5.221, -0.714, -6.733], [5.405, -1.537, -7.186], [4.313, -0.797, -6.443], [-2.305, 0.670, -5.873], [-2.951, 0.813, -6.565], [-2.422, -0.246, -5.621], [-1.113, 3.050, -8.527], [-1.998, 2.724, -8.692], [-0.839, 2.604, -7.726], [-3.708, 0.509, 0.538], [-3.688, 1.420, 0.829], [-4.335, 0.084, 1.123]], "forces_ev_per_angstrom": [[-0.34, 1.25, 0.53], [-1.16, -0.58, -0.64], [2.05, -0.76, 1.17], [-1.29, 0.71, -0.26], [0.21, -1.05, -0.45], [-0.58, 0.57, 0.37], [1.60, 0.71, 0.11], [0.92, 0.87, -1.76], [-2.33, -0.69, 0.29], [-0.68, -0.16, 0.31], [0.07, -0.49, -0.50], [0.03, 0.48, 0.46], [0.22, -0.26, -0.12], [0.55, 0.21, 0.00], [0.49, -0.05, 0.31], [-0.42, -0.17, -0.45], [0.17, -0.08, -0.08], [-0.29, -0.06, 0.85], [0.01, -0.18, -0.67], [0.12, -0.55, 0.02], [0.13, 0.06, 0.28], [-0.15, -0.42, -0.25], [0.06, 0.19, 0.67], [0.54, 0.78, -0.32], [1.40, 0.20, -0.01], [-1.52, -0.09, -0.20], [-0.36, -2.01, -0.39], [-0.44, 0.48, 1.73], [-2.24, -0.01, -0.37], [2.14, -0.69, 1.92], [-1.18, -0.38, -1.20], [-0.62, 0.67, 1.15], [0.01, -0.71, -0.06], [0.17, 0.47, -0.39], [-0.01, 0.23, -0.74], [-0.22, -0.22, 0.48], [1.07, -0.11, 0.49], [0.62, 0.89, -0.82], [-0.19, -0.26, 0.42], [0.18, 0.53, 0.15], [-0.49, 0.69, -0.25], [0.25, -0.48, -0.30], [-0.08, 0.38, -0.25], [0.59, -0.66, -0.90], [0.12, 1.50, 0.37], [0.05, 0.05, -0.49], [0.14, -0.06, 0.23], [-0.34, 0.33, -0.38], [0.17, 2.09, 1.36], [1.09, -0.63, -2.36], [-1.41, -1.31, 0.33], [0.72, 1.59, 0.95], [0.44, -0.38, -0.14], [-1.12, 0.16, -0.63], [-0.19, 1.53, 0.63], [-0.13, -0.38, 1.37], [-1.95, 0.01, -1.21], [-0.49, -1.34, -0.20], [0.56, 0.23, -0.42], [0.33, 0.41, 0.16], [0.26, -0.66, 0.53], [-0.82, -0.11, -0.41], [-0.23, -0.34, 0.20], [0.15, 0.04, -0.26], [0.16, 0.12, 0.62], [0.03, -0.55, -0.20], [0.31, 0.02, 0.18], [0.28, 0.20, -0.32], [0.69, -0.82, 0.16], [1.11, 0.09, -0.49], [0.36, -0.37, -0.08], [-0.39, 0.37, 0.32], [-1.26, 2.79, 2.00], [0.71, -4.81, -1.69], [0.00, 0.01, -0.71], [-0.29, 0.95, -0.03], [1.04, 0.17, 0.08], [-0.52, -0.61, -0.10], [0.24, -1.29, -0.26], [1.19, 0.33, -0.03], [-0.82, 0.12, 0.52], [-0.53, -0.63, 0.24], [0.08, 0.62, -0.05], [-0.08, 0.87, -0.61], [0.15, 0.04, 0.15], [0.36, -0.15, 0.41], [0.04, 0.07, -0.11], [0.23, 0.51, 0.35], [0.03, -0.22, -0.37], [0.13, 0.72, 0.08], [-0.39, -0.10, -0.20], [-0.61, 0.18, 0.06], [-0.10, 0.32, 0.28], [0.35, 0.12, -0.04], [-0.14, 0.40, -0.01], [0.31, -0.49, 0.02], [2.85, 0.24, 2.47], [1.56, 0.73, 0.42], [1.42, -0.13, -3.67], [-4.78, -1.17, 1.17], [0.07, -0.15, -0.35], [-0.25, 0.11, -0.26], [0.18, 0.24, -0.15], [0.01, -0.34, 0.61], [-1.72, -3.04, -0.55], [-0.37, 0.67, -6.57], [-1.79, -2.30, 1.92], [3.57, 3.78, 5.22], [0.44, 0.35, -0.09], [-0.71, -0.54, -0.25], [0.54, 0.64, 0.47], [0.27, 0.53, -0.20], [-1.89, -2.17, 4.75], [-0.29, -0.38, 0.04], [-1.60, -2.37, -1.97], [3.92, 5.55, -2.49], [-0.38, -0.59, -0.33], [-0.14, -0.17, -0.01], [-0.44, 0.08, -0.03], [0.40, -0.14, -0.28], [0.44, 1.28, -1.33], [-4.20, 1.88, -2.33], [3.56, 1.04, -5.42], [-0.04, -3.34, 7.58], [1.19, 0.21, -0.07], [-0.28, -0.31, -0.54], [-0.53, -0.60, 1.07], [0.24, -0.18, 0.88], [-1.58, -2.69, -0.50], [0.09, 0.83, -0.01], [-0.88, 2.80, -1.14], [1.24, 0.17, 1.95], [0.04, 0.04, -0.21], [0.50, -0.68, -0.23], [0.23, -0.54, 0.26], [0.49, -0.18, -0.26], [-0.94, -2.05, -3.11], [-0.29, 0.46, -0.47], [-0.74, 2.68, 3.24], [2.51, -2.14, 0.09], [-0.79, 0.66, 0.42], [0.44, 0.27, 0.17], [-0.14, -0.09, -0.29], [-0.22, 0.61, -0.18], [-0.27, 0.10, -0.17], [0.08, 0.21, 0.12], [0.16, -0.44, 0.06], [0.15, 0.23, 0.07], [0.09, -0.21, -0.11], [-0.28, -0.01, 0.11], [0.31, 0.72, 0.06], [-0.17, -0.09, -0.14], [-0.18, -0.86, 0.02], [0.12, 0.19, -0.15], [-0.20, -0.06, -0.08], [0.06, -0.17, 0.27], [-0.05, -0.35, -0.27], [0.17, 0.33, 0.37], [-0.26, -0.10, 0.31]], "mulliken_charge": [-0.227, -0.409, -0.730, 0.043, -0.460, -0.274, -0.521, 0.183, -0.955, 0.271, 0.004, 0.196, 0.355, 0.374, -0.213, 0.320, 0.381, 0.443, -0.157, 0.300, 0.468, 0.288, 0.339, 0.223, -1.000, -0.219, -0.531, -0.225, 0.298, -0.771, -0.599, 0.035, -0.388, 0.402, 0.368, 0.135, -0.193, 0.652, -0.012, 0.181, 0.435, 0.218, 0.162, -0.053, 0.573, 0.193, 0.163, 0.054, -0.451, -0.436, 0.048, -0.761, -0.364, -1.063, -0.297, -0.326, -0.446, 0.355, -0.105, 0.342, 0.518, -0.334, 0.401, 0.291, 0.323, 0.508, 0.391, 0.157, 0.369, 0.090, 0.348, 0.190, -0.743, -0.385, -0.408, -0.484, 0.082, -0.591, -0.473, -0.165, -1.106, 0.312, 0.252, 0.310, 0.349, 0.143, 0.407, 0.250, 0.054, 0.498, -0.036, 0.216, 0.446, 0.200, 0.467, 0.395, 0.472, -0.773, -0.346, 0.207, 0.396, 0.247, -0.129, -0.171, 0.787, -0.509, -0.440, -0.281, 0.210, 0.103, 0.035, 0.182, 0.744, -0.808, -0.319, -0.427, 0.169, 0.165, 0.238, 0.229, 0.670, -0.758, -0.284, -0.009, 0.213, 0.162, 0.004, 0.220, 0.549, -0.872, -0.055, 0.356, 0.003, 0.283, 0.097, 0.214, 0.713, -0.741, 0.091, -0.416, 0.057, -0.107, 0.085, 0.225, -0.586, 0.253, 0.262, -0.615, 0.313, 0.301, -0.476, 0.217, 0.253, -0.632, 0.314, 0.315, -0.208, -0.445, 0.192]}

{"formula": "C31H18BrCl5N4O4Ti", "method": "ωB97M-V/def2-TZVPD", "homo_lumo_gap_ev": [5.0, 7.3], "lumo_energy_ev": [3.995, 3.994], "s2": 2.062, "energy_ev": -202363.26476, "multiplicity": 3, "total_charge": -2, "relative_energy_kj_mol": 0.00, "elements": ["Ti", "O", "C", "C", "C", "C", "C", "C", "C", "O", "N", "N", "C", "C", "Br", "C", "C", "C", "C", "C", "C", "C", "H", "H", "H", "H", "H", "H", "H", "H", "H", "H", "H", "H", "H", "H", "Cl", "C", "C", "C", "Cl", "C", "Cl", "C", "Cl", "C", "Cl", "N", "C", "O", "C", "N", "C", "O", "C", "C", "C", "C", "C", "C", "H", "H", "H", "H"], "positions_angstrom": [[1.232, -0.135, -0.989], [-3.350, -1.721, -3.521], [-2.444, -1.296, -4.449], [-2.874, -1.088, -5.753], [-1.971, -0.650, -6.710], [-0.649, -0.407, -6.373], [-0.222, -0.625, -5.071], [-1.103, -1.085, -4.109], [-0.658, -1.389, -2.697], [0.671, -1.065, -2.479], [-1.494, -0.651, -1.759], [-0.771, -0.678, -0.509], [-1.591, -0.355, 0.505], [-1.369, -0.571, 1.857], [0.252, -1.449, 2.351], [-2.183, -0.219, 2.921], [-3.553, 0.227, 2.909], [-4.477, -0.033, 1.881], [-5.784, 0.412, 1.965], [-6.228, 1.123, 3.071], [-5.337, 1.368, 4.111], [-4.032, 0.926, 4.033], [-2.974, -1.518, -2.638], [-3.915, -1.259, -5.990], [-2.312, -0.482, -7.725], [0.047, -0.043, -7.116], [0.802, -0.438, -4.772], [-0.784, -2.466, -2.497], [-1.489, 0.328, -2.069], [-2.521, 0.132, 0.236], [-1.728, -0.263, 3.902], [-4.178, -0.626, 1.030], [-6.467, 0.191, 1.152], [-7.250, 1.475, 3.127], [-5.662, 1.915, 4.989], [-3.346, 1.134, 4.845], [3.065, 0.662, -2.306], [3.904, -1.262, 0.301], [2.667, -1.686, -0.169], [2.571, -3.043, -0.428], [1.020, -3.716, -0.865], [3.642, -3.931, -0.341], [3.468, -5.618, -0.705], [4.886, -3.444, 0.044], [6.255, -4.500, 0.132], [5.018, -2.105, 0.383], [6.540, -1.482, 0.919], [-0.323, 2.584, -2.082], [0.267, 1.731, -1.566], [4.163, 0.008, 0.737], [3.209, 0.869, 1.154], [1.941, 0.926, 0.722], [1.279, 1.928, 1.466], [0.083, 2.176, 1.392], [2.288, 2.533, 2.343], [2.197, 3.561, 3.270], [3.330, 3.905, 3.984], [4.546, 3.213, 3.773], [4.650, 2.188, 2.864], [3.501, 1.842, 2.132], [1.253, 4.071, 3.416], [3.292, 4.707, 4.710], [5.418, 3.503, 4.349], [5.583, 1.662, 2.712]], "forces_ev_per_angstrom": [[0.33, -0.27, -0.36], [0.05, 0.01, -0.11], [-0.02, -0.05, 0.07], [0.00, -0.01, 0.04], [-0.04, 0.01, -0.05], [0.02, 0.01, -0.03], [0.09, 0.02, 0.05], [-0.20, -0.09, 0.05], [0.27, -0.05, 0.06], [0.01, 0.11, -0.13], [-0.08, 0.03, 0.04], [0.18, 0.19, 0.02], [0.06, -0.11, 0.09], [-0.06, 0.01, 0.01], [0.05, -0.01, 0.02], [0.05, -0.02, 0.00], [0.02, 0.00, -0.02], [0.02, 0.00, 0.02], [-0.02, -0.01, -0.03], [-0.07, 0.03, 0.01], [-0.03, 0.02, 0.02], [-0.02, 0.01, 0.00], [-0.01, 0.07, 0.05], [-0.04, -0.01, -0.02], [-0.01, 0.00, -0.01], [0.02, 0.01, -0.03], [0.00, 0.00, 0.01], [-0.08, 0.13, 0.01], [0.00, -0.06, -0.03], [0.01, -0.01, 0.02], [0.02, -0.01, 0.02], [0.01, -0.01, -0.02], [-0.02, 0.01, 0.00], [-0.01, 0.00, 0.00], [-0.02, 0.01, 0.00], [0.03, 0.00, 0.01], [-0.17, -0.14, 0.25], [0.08, -0.01, 0.18], [-0.08, 0.41, -0.12], [-0.16, -0.17, -0.05], [0.05, -0.03, 0.01], [0.09, -0.03, 0.05], [-0.04, 0.02, -0.01], [0.01, 0.00, -0.02], [-0.01, 0.01, 0.01], [-0.15, 0.00, 0.01], [0.04, 0.04, 0.03], [-0.07, 0.00, 0.03], [0.04, 0.09, -0.07], [0.02, 0.11, -0.14], [0.12, -0.10, 0.05], [-0.23, -0.16, -0.02], [-0.02, -0.04, 0.00], [0.05, 0.04, 0.03], [-0.11, 0.00, -0.04], [0.01, -0.03, -0.02], [0.04, -0.02, -0.01], [0.00, 0.12, 0.11], [-0.02, -0.07, -0.07], [-0.05, 0.01, 0.02], [-0.01, 0.01, 0.01], [0.02, 0.01, 0.02], [0.01, 0.00, 0.01], [0.03, -0.02, -0.01]], "mulliken_charge": [-0.542, -0.714, 0.325, -0.669, -0.269, -0.848, -0.288, -0.049, 0.815, -0.080, -0.602, 0.252, -0.754, 0.500, -0.169, -1.189, 0.935, -0.314, -0.622, -0.417, -0.404, -0.711, 0.485, 0.400, 0.341, 0.388, 0.410, 0.135, 0.150, 0.483, 0.248, 0.576, 0.360, 0.348, 0.343, 0.324, -0.515, 0.880, -0.923, 1.242, -0.229, -0.496, -0.238, 0.732, -0.241, -0.292, -0.227, -0.857, 0.352, -0.290, -0.318, 1.360, -0.459, -0.620, 0.106, -0.481, -0.545, -0.435, -0.406, 0.019, 0.473, 0.375, 0.372, 0.480]}